A cluster of 2 separate species, C6H14N2O in total, computed with ωB97M-V with the def2-TZVPD basis set.

Computed properties:
- E: -421.6590 hartree
- Net charge: 0
- Energy above the lowest of the compared OMol25 structures with the same formula, charge and spin: 88.7 kcal per mole
- Highest occupied orbital energy: -0.2858 hartree
- Gap between HOMO and LUMO: 8.58 eV

XYZ file:
```
23
Properties=species:S:1:pos:R:3:nbo_charge:R:1
C -1.52470 -0.60358 1.56776 -0.430
C -1.24802 -0.02193 -2.06472 -0.616
C -1.11164 -0.78116 -0.75484 -0.257
N -0.95201 -0.00726 0.36400 -0.375
H -1.79056 -1.63374 -0.64322 0.192
H -1.19019 -0.06324 2.45390 0.191
H -1.28290 -1.66835 1.69460 0.176
H -2.61287 -0.50703 1.51593 0.207
H -2.18891 0.53409 -2.09904 0.204
H -0.42891 0.68971 -2.17199 0.214
H -1.21627 -0.70475 -2.91627 0.205
C 1.04578 1.58209 1.41000 -0.651
C 1.64922 -0.19512 -0.30302 0.472
N 1.42906 -1.40997 -0.75806 -0.711
C 0.97515 0.18033 0.87702 -0.168
O 2.16826 0.73817 -1.16966 -0.691
H 2.28659 1.58412 -0.72140 0.485
H 0.05343 -1.39829 -0.86650 0.288
H 1.82556 -1.54560 -1.68594 0.372
H 0.95747 -0.61389 1.61258 0.229
H 2.04332 1.82539 1.79147 0.217
H 0.33804 1.71267 2.22774 0.232
H 0.77509 2.30735 0.63965 0.215
```